9 unconnected molecules or ions with the total composition C39H48F24O15, computed with ωB97M-V with the def2-TZVPD basis set.

Last column: Mulliken charge in e.
CARTESIAN COORDINATES (ANGSTROEM)
F: -8.43515 -27.38443 -1.32729  -0.31
C: -7.44118 -26.44082 -1.33032  0.15
F: -6.58853 -26.72054 -0.32245  -0.02
C: -6.78850 -26.30489 -2.68977  0.97
F: -7.78705 -25.94588 -3.53979  -0.31
F: -6.12860 -27.36007 -3.19562  -0.33
C: -5.76583 -25.14828 -2.63132  -0.91
O: -6.33443 -23.99224 -2.04353  -0.39
C: -5.77875 -22.80590 -2.45282  0.68
F: -4.43257 -22.78634 -2.37874  -0.22
F: -6.08636 -22.58445 -3.75646  -0.31
C: -6.42065 -21.67397 -1.61948  0.07
F: -5.99782 -21.74639 -0.33291  -0.03
F: -6.06433 -20.46964 -2.11024  -0.31
H: -7.98129 -25.50690 -1.14951  0.21
H: -5.34166 -25.02582 -3.63010  0.60
H: -4.91494 -25.46596 -2.01993  0.21
H: -7.50146 -21.82921 -1.70886  0.23
F: -1.69523 -26.40976 4.43203  -0.32
C: -2.43509 -26.03502 3.39854  -0.11
F: -3.75317 -26.06652 3.73462  -0.14
C: -2.08536 -24.59589 2.93721  1.06
F: -2.44308 -23.69949 3.89196  -0.30
F: -2.87574 -24.30975 1.86315  -0.17
C: -0.62278 -24.38662 2.66565  -1.34
O: -0.03179 -25.40249 1.88109  -0.38
C: 1.28783 -25.25713 1.52165  0.92
F: 1.39756 -24.24592 0.64405  -0.28
F: 2.07396 -24.98023 2.59053  -0.30
C: 1.66359 -26.58935 0.86399  0.28
F: 2.87758 -26.65206 0.26292  -0.27
F: 1.53286 -27.65675 1.70214  -0.24
H: -2.34561 -26.67687 2.51888  0.34
H: -0.13018 -24.32208 3.64008  0.38
H: -0.45064 -23.43260 2.15652  0.62
H: 0.90186 -26.71856 0.07814  0.17
F: -2.79771 -18.08758 3.61890  -0.23
C: -1.66837 -18.85307 3.62053  0.08
F: -0.94704 -18.63356 4.74541  -0.29
C: -1.99663 -20.33632 3.41598  1.06
F: -2.68299 -20.84867 4.44381  -0.26
F: -0.80570 -20.97910 3.29538  -0.30
C: -2.78113 -20.56448 2.11745  -0.12
O: -1.89282 -20.37750 1.03847  -0.45
C: -2.39785 -20.81125 -0.16776  0.76
F: -2.70129 -22.11962 -0.05225  -0.15
F: -3.49842 -20.15184 -0.50753  -0.28
C: -1.29234 -20.62912 -1.19998  0.15
F: -0.28095 -21.47478 -0.92122  -0.22
F: -1.78489 -20.98541 -2.43243  -0.27
H: -1.07299 -18.45643 2.79001  0.24
H: -3.60440 -19.84421 2.11141  0.56
H: -3.20449 -21.56970 2.15227  -0.50
H: -0.97702 -19.59196 -1.33061  0.29
O: -6.63078 -16.60477 4.77658  -0.59
C: -6.96041 -17.75138 4.66426  0.18
C: -6.19922 -18.84644 3.89233  -0.02
C: -6.86035 -20.10879 4.48974  0.94
C: -8.21594 -19.61405 4.97702  -0.29
O: -8.10062 -18.20604 5.21146  -0.35
H: -6.41064 -18.64268 2.84439  0.37
H: -5.17215 -18.66735 4.19571  -0.03
H: -6.96853 -20.90187 3.75647  -0.97
H: -6.25573 -20.37184 5.35751  0.38
H: -8.99386 -19.84662 4.25120  0.14
H: -8.48546 -20.07149 5.92948  0.25
O: -6.63393 -29.33074 5.30248  -0.56
C: -6.10379 -29.24337 4.23567  0.44
C: -4.72629 -29.64492 3.80678  -0.51
C: -4.73027 -29.39278 2.29878  -0.61
C: -5.88256 -28.40083 2.07417  1.05
O: -6.72496 -28.62004 3.21417  -0.18
H: -3.92993 -29.04613 4.25411  0.09
H: -4.53140 -30.64858 4.18396  0.41
H: -3.75721 -29.07197 1.92139  0.34
H: -4.85504 -30.34665 1.77973  0.31
H: -5.58356 -27.35484 2.09034  -1.03
H: -6.47982 -28.61141 1.19297  0.19
O: -9.37464 -22.13067 0.92068  -0.64
C: -9.98447 -22.39841 1.91034  0.48
C: -11.12025 -23.35116 2.17276  -0.45
C: -10.97088 -23.65105 3.66519  0.57
C: -10.24986 -22.43741 4.24592  -0.60
O: -9.62388 -21.85124 3.09827  -0.19
H: -12.09560 -22.93853 1.90966  0.38
H: -11.04074 -24.26587 1.58551  0.04
H: -11.87842 -23.91122 4.21217  0.60
H: -10.36737 -24.55442 3.77424  -0.86
H: -10.87898 -21.65940 4.67745  0.47
H: -9.54302 -22.79591 4.99551  0.27
O: -7.58803 -28.78421 8.09013  -0.57
C: -8.30711 -27.89350 7.74369  0.28
C: -9.11561 -27.69924 6.44445  0.49
C: -9.99086 -26.50574 6.79979  0.08
C: -9.05975 -25.74845 7.74445  -0.01
O: -8.39526 -26.76233 8.45189  -0.40
H: -8.47480 -27.53730 5.58220  -0.52
H: -9.71315 -28.60523 6.33641  0.38
H: -10.22887 -25.83080 5.97515  -0.32
H: -10.92950 -26.82773 7.25271  0.36
H: -8.30843 -25.22857 7.13349  -0.06
H: -9.50433 -24.97027 8.36362  0.34
O: -8.08222 -25.39226 4.34529  -0.56
C: -7.34318 -24.83063 3.57512  -0.18
C: -6.34471 -23.72149 3.83107  -0.06
C: -5.84873 -23.33887 2.45241  0.72
C: -6.19829 -24.55693 1.61099  0.28
O: -7.29067 -25.19073 2.28935  0.21
H: -6.95990 -23.01229 4.38466  -0.08
H: -5.60035 -24.19955 4.47216  0.24
H: -6.35282 -22.43073 2.12199  0.51
H: -4.77950 -23.15299 2.49722  -0.84
H: -6.47741 -24.31758 0.58897  -0.43
H: -5.35037 -25.24408 1.57520  0.02
O: -12.18188 -26.62473 0.43271  -0.61
C: -11.64403 -27.28568 1.27094  0.36
C: -10.16139 -27.60580 1.42755  0.40
C: -10.04683 -27.89181 2.89464  1.06
C: -11.40349 -28.49876 3.19216  -0.65
O: -12.32586 -27.81080 2.31301  -0.41
H: -10.00443 -28.47462 0.77815  0.24
H: -9.53405 -26.81529 1.02485  -0.42
H: -9.26844 -28.59618 3.19565  0.07
H: -9.73143 -26.99231 3.43107  -0.57
H: -11.35835 -29.58001 3.04461  0.28
H: -11.80972 -28.34553 4.19128  0.30

As for the SMILES: FC(F)C(F)(F)COC(F)(F)C(F)F.FC(F)C(F)(F)COC(F)(F)C(F)F.FC(F)C(F)(F)COC(F)(F)C(F)F.O=C1CCCO1.O=C1CCCO1.O=C1CCCO1.O=C1CCCO1.O=C1CCCO1.O=C1CCCO1. The lowest unoccupied orbital energy comes out at -0.2 eV. The total energy is -137155.4968 eV. The calculation puts the gap between HOMO and LUMO at 9.534 eV. As for the molar mass: 1212.75 g mol⁻¹.